1.
Computed, not measured: a cluster of 3 separate species, C20H49BClN3O15P2S2 in total in a non-equilibrium geometry, with wB97M-V/def2-TZVPD.

Atoms and positions in Å:
C1 4.327 0.531 3.979
C2 4.377 0.544 2.456
C3 2.968 0.527 1.841
C4 3.087 0.242 0.358
N1 1.897 0.275 -0.495
B1 2.209 0.940 -1.756
O1 3.054 0.324 -2.702
O2 1.740 2.184 -2.009
C5 1.641 2.608 -3.370
C6 0.656 -0.390 -0.194
C7 -0.124 0.373 0.964
C8 0.041 1.889 0.969
C9 -0.311 2.436 2.371
C10 0.802 -1.907 0.273
Cl1 -0.691 -2.439 1.201
C11 0.943 -2.928 -0.845
C12 2.143 -2.610 -1.773
C13 3.164 -3.724 -1.739
O3 2.914 -4.887 -1.961
O4 4.453 -3.311 -1.402
O5 1.925 -2.022 1.123
C14 2.010 -3.115 1.994
N2 1.695 -2.699 3.373
P1 3.808 -3.766 1.890
N3 4.745 -2.357 1.887
O6 4.075 -4.337 3.406
P2 -0.572 -0.205 -1.578
O7 -0.984 1.186 -1.764
O8 -0.030 -0.874 -2.932
O9 -1.866 -1.085 -1.184
H1 3.663 -0.239 4.360
H2 4.024 1.499 4.362
H3 5.330 0.357 4.361
H4 5.004 -0.251 2.064
H5 4.821 1.497 2.168
H6 2.398 -0.227 2.376
H7 2.538 1.496 2.078
H8 3.604 -0.719 0.268
H9 3.800 0.966 -0.042
H10 3.921 0.731 -2.665
H11 1.064 3.525 -3.371
H12 1.127 1.868 -3.971
H13 2.618 2.811 -3.797
H14 0.216 0.001 1.923
H15 -1.189 0.200 0.856
H16 1.042 2.230 0.746
H17 -0.633 2.378 0.277
H18 0.085 3.448 2.416
H19 -1.380 2.484 2.526
H20 0.167 1.859 3.157
H21 1.109 -3.917 -0.433
H22 0.026 -3.023 -1.410
H23 1.793 -2.567 -2.796
H24 2.663 -1.715 -1.472
H25 4.906 -3.080 -2.219
H26 1.437 -3.994 1.712
H27 1.174 -3.446 3.811
H28 1.106 -1.877 3.350
H29 4.818 -2.032 0.933
H30 4.334 -1.642 2.484
H31 3.300 -4.806 3.720
H32 -0.560 -1.614 -3.246
H33 -2.345 -1.323 -1.986
O10 -2.854 -2.483 -4.719
S1 -3.351 -2.379 -6.061
O11 -2.577 -2.889 -7.146
O12 -3.730 -0.866 -6.337
C15 -2.717 0.146 -6.113
C16 -1.642 0.151 -7.180
C17 -4.975 -3.044 -6.145
H34 -2.291 0.021 -5.116
H35 -3.257 1.090 -6.119
H36 -1.056 -0.766 -7.162
H37 -0.966 0.990 -7.019
H38 -2.087 0.237 -8.171
H39 -5.569 -2.641 -5.331
H40 -4.879 -4.124 -6.050
H41 -5.403 -2.789 -7.110
O13 -2.883 3.152 4.580
S2 -3.922 3.988 4.063
O14 -3.947 5.385 4.362
O15 -5.324 3.342 4.444
C18 -5.581 3.063 5.837
C19 -5.858 4.312 6.650
C20 -4.042 3.781 2.320
H42 -4.748 2.492 6.252
H43 -6.454 2.414 5.838
H44 -4.982 4.955 6.703
H45 -6.141 4.038 7.666
H46 -6.664 4.890 6.199
H47 -4.049 2.720 2.085
H48 -3.169 4.262 1.885
H49 -4.950 4.267 1.974

Output
**SMILES**: CCCCN(B(O)OC)[C@](CCC)([C@@](Cl)(CCC(=O)O)O[C@H](N)P(N)O)P(=O)(O)O.CCOS(C)(=O)=O.CCOS(C)(=O)=O
**Gap between HOMO and LUMO**: 8.1300 eV
**E_LUMO**: 0.2 eV

2.
Computed, not measured: a cluster of 9 separate species, C20H50B2N17O12 in total in a non-equilibrium geometry, with wB97M-V/def2-TZVPD.

Atoms and positions in Å:
C1 2.711 1.595 5.381
B1 2.684 0.793 3.944
O1 3.940 0.447 3.325
C2 1.206 0.444 3.353
C3 0.631 -0.975 3.599
N1 -0.672 -1.430 3.152
C4 -1.148 -2.817 3.384
C5 -1.978 -2.824 4.900
C6 -2.028 -4.344 5.641
O2 -3.272 -3.578 4.925
C7 -1.502 -0.500 2.418
C8 -1.070 0.974 2.084
C9 -2.130 1.873 1.279
C10 -3.625 1.536 1.818
O3 -4.518 1.051 1.069
C11 0.348 1.499 2.543
B2 0.861 3.019 2.213
C12 0.545 3.772 0.785
O4 1.602 3.831 3.177
H1 2.485 2.710 5.267
H2 3.738 1.486 5.897
H3 1.935 1.158 6.110
H4 4.403 -0.216 3.899
H5 1.297 -1.726 4.161
H6 -0.318 -3.585 3.523
H7 -1.898 -3.205 2.619
H8 -1.836 -1.862 5.609
H9 -2.867 -4.818 6.239
H10 -1.619 -3.792 6.599
H11 -2.519 -0.918 2.068
H12 -1.978 2.998 1.459
H13 -2.073 1.589 0.167
H14 -3.840 1.736 2.937
H15 1.443 4.404 0.435
H16 -0.285 4.543 1.034
H17 0.141 3.064 -0.013
H18 2.544 3.871 2.853
C13 -4.014 -2.257 -1.594
O5 -3.029 -2.976 -1.690
N2 -5.136 -2.453 -2.326
N3 -4.067 -1.202 -0.743
H19 -5.955 -1.876 -2.261
H20 -5.133 -3.228 -2.969
H21 -3.251 -1.026 -0.183
H22 -4.864 -0.598 -0.646
C14 2.619 5.517 -2.443
O6 1.805 5.492 -1.527
N4 3.425 6.576 -2.678
N5 2.785 4.485 -3.303
H23 4.099 6.612 -3.425
H24 3.334 7.367 -2.061
H25 2.204 3.675 -3.165
H26 3.449 4.490 -4.060
C15 5.814 5.070 2.747
O7 5.040 5.025 1.797
N6 6.130 6.223 3.378
N7 6.421 3.963 3.247
H27 6.762 6.280 4.156
H28 5.697 7.068 3.036
H29 6.211 3.084 2.802
H30 7.058 3.977 4.022
C16 -5.988 -7.027 -2.495
O8 -6.690 -7.973 -2.167
N8 -5.936 -6.559 -3.764
N9 -5.199 -6.363 -1.617
H31 -5.365 -5.783 -4.053
H32 -6.509 -7.027 -4.448
H33 -5.209 -6.680 -0.661
H34 -4.614 -5.583 -1.866
C17 -2.756 -10.226 -2.231
O9 -1.769 -10.940 -2.327
N10 -3.880 -10.427 -2.962
N11 -2.815 -9.169 -1.383
H35 -4.702 -9.850 -2.896
H36 -3.877 -11.203 -3.603
H37 -2.000 -8.985 -0.821
H38 -3.617 -8.571 -1.290
C18 6.327 4.375 -4.427
O10 5.560 5.307 -4.644
N12 5.913 3.182 -3.937
N13 7.658 4.460 -4.660
H39 6.527 2.410 -3.753
H40 4.929 3.078 -3.749
H41 8.005 5.332 -5.025
H42 8.304 3.711 -4.490
C19 2.672 8.290 2.618
O11 3.565 7.856 3.330
N14 1.616 8.984 3.110
N15 2.659 8.114 1.276
H43 0.873 9.348 2.543
H44 1.590 9.135 4.106
H45 3.428 7.601 0.872
H46 1.935 8.460 0.673
C20 -3.739 -5.732 -6.495
O12 -3.900 -4.992 -5.533
N16 -2.520 -6.179 -6.876
N17 -4.768 -6.168 -7.262
H47 -2.366 -6.785 -7.661
H48 -1.729 -5.876 -6.330
H49 -5.692 -5.857 -7.011
H50 -4.657 -6.775 -8.054

Output
**Gap between HOMO and LUMO**: 5.7418 eV
**E_LUMO**: -4.9 eV
**Net charge**: +1

3.
Computed, not measured: a cluster of 10 separate species, C20H50Cl10O15S5 in total in a non-equilibrium geometry, with wB97M-V/def2-TZVPD.

Atoms and positions in Å:
C1 -0.215 -4.140 3.263
Cl1 1.514 -4.061 3.274
Cl2 -0.905 -5.032 4.588
H1 -0.703 -3.151 3.206
H2 -0.524 -4.761 2.362
C2 0.938 -1.302 0.522
Cl3 2.060 -1.814 -0.719
Cl4 1.659 -0.665 2.017
H3 0.292 -0.526 0.022
H4 0.356 -2.170 0.802
C3 5.194 -0.191 -1.186
Cl5 4.199 1.012 -1.991
Cl6 6.694 0.635 -0.528
H5 4.567 -0.664 -0.449
H6 5.573 -0.873 -1.871
C4 2.253 -5.476 -0.420
Cl7 3.651 -5.229 -1.516
Cl8 2.245 -7.084 0.323
H7 2.414 -4.757 0.405
H8 1.352 -5.314 -0.957
C5 4.079 2.180 2.260
Cl9 5.229 0.966 2.815
Cl10 3.780 3.421 3.638
H9 4.540 2.684 1.459
H10 3.069 1.840 2.002
O1 1.070 2.594 0.624
S1 0.245 3.612 1.207
O2 -0.870 4.131 0.506
O3 -0.306 3.010 2.657
C6 -1.799 2.811 2.742
C7 -2.366 1.844 1.772
C8 1.065 5.034 1.925
H11 -2.163 3.778 2.511
H12 -1.952 2.571 3.806
H13 -2.543 2.306 0.793
H14 -3.365 1.540 2.072
H15 -1.719 1.006 1.635
H16 1.685 5.565 1.180
H17 1.689 4.678 2.728
H18 0.207 5.602 2.155
O4 -3.250 0.305 4.649
S2 -2.601 -0.898 4.228
O5 -2.803 -1.343 2.860
O6 -1.085 -0.688 4.408
C9 -0.475 -0.091 5.581
C10 0.763 0.597 5.163
C11 -3.097 -2.185 5.238
H19 -0.238 -0.799 6.284
H20 -1.205 0.663 5.883
H21 1.489 -0.084 4.738
H22 1.220 1.075 6.044
H23 0.545 1.436 4.485
H24 -2.795 -1.891 6.268
H25 -2.665 -3.142 5.055
H26 -4.189 -2.233 5.277
O7 2.479 2.777 -3.137
S3 1.369 3.406 -2.508
O8 1.464 4.403 -1.546
O9 0.678 4.117 -3.788
C12 -0.544 4.909 -3.506
C13 -1.031 5.461 -4.869
C14 0.230 2.129 -2.140
H27 -0.228 5.727 -2.905
H28 -1.328 4.329 -3.074
H29 -0.396 6.255 -5.321
H30 -2.023 5.896 -4.743
H31 -1.024 4.594 -5.566
H32 0.539 1.612 -1.239
H33 0.259 1.461 -3.025
H34 -0.790 2.553 -1.988
O10 -1.650 0.028 -1.035
S4 -2.574 -1.028 -0.925
O11 -2.322 -2.086 -0.043
O12 -3.963 -0.380 -0.656
C15 -4.919 -0.957 0.290
C16 -6.098 -0.019 0.373
C17 -2.914 -1.683 -2.443
H35 -4.402 -1.012 1.280
H36 -5.249 -1.914 -0.042
H37 -6.633 -0.245 1.295
H38 -6.729 -0.229 -0.516
H39 -5.833 1.033 0.351
H40 -3.474 -2.605 -2.443
H41 -1.912 -2.005 -2.805
H42 -3.180 -0.852 -3.091
O13 0.161 -4.097 -2.823
S5 0.543 -3.300 -3.934
O14 -0.327 -2.267 -4.395
O15 1.970 -2.724 -3.570
C18 2.547 -1.663 -4.344
C19 4.068 -1.843 -4.467
C20 0.884 -4.460 -5.314
H43 2.342 -0.748 -3.771
H44 2.020 -1.434 -5.283
H45 4.469 -0.851 -4.870
H46 4.386 -2.670 -5.098
H47 4.465 -2.035 -3.485
H48 1.514 -3.937 -6.087
H49 -0.088 -4.713 -5.683
H50 1.439 -5.266 -4.905

Output
**SMILES**: CCOS(C)(=O)=O.CCOS(C)(=O)=O.CCOS(C)(=O)=O.CCOS(C)(=O)=O.CCOS(C)(=O)=O.ClCCl.ClCCl.ClCCl.ClCCl.ClCCl
**Gap between HOMO and LUMO**: 10.5687 eV
**E_LUMO**: 0.3 eV